# 1
DFT (ωB97M-V/def2-TZVPD) results for a structure of composition C23H26BrN2O3PdS4 in a non-equilibrium geometry.

The geometry in XYZ format:
```
60
Properties=species:S:1:pos:R:3
Pd -0.213 -0.143 -0.129
C 3.969 -0.356 6.247
C 4.853 -0.175 5.013
C 5.633 1.141 5.160
C 5.843 -1.350 4.945
C 4.044 -0.136 3.725
C 2.665 -0.254 3.698
C 2.009 -0.200 2.489
Br 0.104 -0.306 2.506
C 2.630 -0.041 1.229
O 1.943 0.010 0.135
C 4.057 0.063 1.260
C 4.684 0.025 2.494
C 4.945 0.270 0.022
C 4.225 0.150 -1.324
C 6.077 -0.774 0.007
C 5.557 1.680 0.108
H 4.594 -0.377 7.141
H 3.414 -1.295 6.213
H 3.262 0.468 6.363
H 6.213 1.125 6.084
H 4.952 1.993 5.199
H 6.330 1.298 4.336
H 6.424 -1.397 5.868
H 6.545 -1.244 4.117
H 5.313 -2.296 4.826
H 2.102 -0.373 4.613
H 5.759 0.136 2.517
H 3.779 -0.841 -1.439
H 4.958 0.281 -2.123
H 3.456 0.910 -1.440
H 5.669 -1.786 -0.030
H 6.733 -0.705 0.872
H 6.697 -0.626 -0.879
H 4.774 2.441 0.114
H 6.203 1.861 -0.753
H 6.156 1.802 1.011
O -7.228 0.666 0.611
C -6.051 0.559 0.528
S -4.944 1.952 0.494
C -3.476 1.081 0.204
C -3.634 -0.424 0.101
S -2.350 -1.451 -0.104
S -5.252 -1.010 0.213
S -2.017 1.836 0.029
N 1.528 -0.532 -7.055
C 0.337 -0.276 -6.477
O -0.680 -0.067 -7.105
C 0.293 -0.265 -4.962
C 1.372 -0.502 -4.119
C 1.181 -0.462 -2.749
N -0.009 -0.202 -2.210
C -1.057 0.027 -3.010
C -0.944 0.005 -4.382
H 1.562 -0.542 -8.060
H 2.371 -0.704 -6.543
H 2.365 -0.721 -4.483
H 1.990 -0.639 -2.048
H -2.001 0.236 -2.527
H -1.799 0.192 -5.017
```

The net charge is +1. Its energy above the lowest of the compared OMol25 structures with the same formula, charge and spin is 28.4 kcal per mole. The value obtained for the LUMO energy (spin up / spin down) is -6.1149 / -6.1129 eV. The HOMO energy (spin up / spin down) comes out at -0.3713 / -0.3728 Eh.

=====

# 2
DFT (ωB97M-V/def2-TZVPD) results for a cluster of 2 separate species, C2H5NS in total in a non-equilibrium geometry.

The geometry in XYZ format:
```
9
Properties=species:S:1:pos:R:3
C 0.686 1.002 1.206
C -0.506 -1.292 -1.341
N -0.497 1.277 1.398
S 1.000 -1.056 -1.113
H 1.235 0.591 0.340
H 1.506 0.947 2.010
H -1.406 -1.167 -0.710
H -0.879 -1.395 -2.419
H -1.140 1.093 0.628
```

Its energy above the lowest of the compared OMol25 structures with the same formula, charge and spin is 64.9 kcal per mole. The value obtained for the LUMO energy is -0.5134 eV. The HOMO energy comes out at -0.3207 Eh.

=====

# 3
DFT (ωB97M-V/def2-TZVPD) results for a structure of composition C32H25F5GeN2O2ReS5Sb in a non-equilibrium geometry.

The geometry in XYZ format:
```
74
Properties=species:S:1:pos:R:3
Re 1.234 2.487 -0.311
S 3.918 1.635 3.452
Sb 4.645 2.309 1.496
S -0.513 1.769 0.866
S 2.366 3.898 0.708
S 6.013 3.631 0.463
O 2.038 0.551 0.019
C 3.179 0.031 0.011
O 4.296 0.622 0.272
C 3.195 -1.422 -0.353
C 2.329 -2.190 0.659
Ge 0.364 -1.938 0.769
C -0.595 -1.951 -0.881
C -1.715 -1.217 -1.147
C -2.506 -1.500 -2.254
C -2.219 -2.548 -3.062
C -1.039 -3.269 -2.862
C -0.182 -2.969 -1.775
C -0.307 -0.517 2.102
C -1.474 -0.727 2.869
C -1.751 -0.028 4.000
C -0.987 1.162 4.396
C -0.022 1.556 3.500
C 0.328 0.744 2.342
C -0.198 -3.568 1.647
C -1.439 -4.120 1.318
C -1.838 -5.368 1.704
C -0.858 -6.158 2.371
C 0.385 -5.647 2.667
C 0.761 -4.339 2.362
H 4.209 -1.836 -0.460
H 2.709 -1.522 -1.374
H 2.910 -2.219 1.622
H 2.322 -3.215 0.329
H -2.052 -0.433 -0.529
H -3.355 -0.860 -2.376
H -2.862 -2.902 -3.864
H -0.881 -4.173 -3.383
H 0.690 -3.608 -1.583
H -2.153 -1.567 2.724
H -2.560 -0.406 4.588
H -1.220 1.734 5.311
H 0.510 2.432 3.710
H 1.454 0.715 2.180
H -2.107 -3.489 0.630
H -2.836 -5.753 1.472
H -1.088 -7.134 2.648
H 1.090 -6.309 3.234
H 1.656 -3.903 2.713
F -5.285 4.339 1.730
C -4.162 4.326 1.046
C -2.933 4.768 1.616
F -3.045 5.191 2.877
C -1.807 4.635 0.826
F -0.666 5.136 1.419
C -1.774 4.078 -0.427
S -0.328 3.795 -1.412
C -2.997 3.552 -0.870
F -3.021 2.942 -2.006
C -4.186 3.759 -0.219
F -5.315 3.231 -0.705
N 2.250 3.976 -3.285
C 1.840 2.711 -3.495
C 1.849 2.188 -4.767
C 1.593 0.884 -4.920
C 1.340 0.047 -3.757
C 1.317 0.647 -2.543
N 1.674 1.921 -2.365
H 2.349 4.618 -4.072
H 2.069 4.444 -2.399
H 2.080 2.814 -5.618
H 1.383 0.483 -5.958
H 1.031 -0.994 -3.892
H 0.902 0.036 -1.743
```

The net charge is +2. Its energy above the lowest of the compared OMol25 structures with the same formula, charge and spin is 0.0 kcal per mole. The value obtained for the LUMO energy is -7.9469 eV. The HOMO energy comes out at -0.5016 Eh.

=====

# 4
DFT (ωB97M-V/def2-TZVPD) results for a cluster of 4 separate species, C2H12N2O3 in total in a non-equilibrium geometry.

The geometry in XYZ format:
```
19
Properties=species:S:1:pos:R:3
C -2.238 1.702 1.524
N -0.855 1.425 1.710
C 0.014 0.688 0.995
N 1.225 1.200 1.049
H -2.457 2.044 0.484
H -2.945 0.757 1.560
H -2.576 2.104 2.426
H -0.369 1.907 2.493
H -0.313 0.135 0.157
H 2.012 0.563 0.767
H 2.391 -4.125 0.291
H 3.447 -4.497 -0.585
O 2.541 -4.260 -0.659
H 1.718 -1.521 -1.036
H 2.302 -2.478 -1.921
O 2.197 -1.546 -1.820
H -1.713 1.444 -2.926
H -1.932 2.597 -2.110
O -2.449 1.863 -2.398
```

Its energy above the lowest of the compared OMol25 structures with the same formula, charge and spin is 54.4 kcal per mole. The value obtained for the LUMO energy is 0.4202 eV. The HOMO energy comes out at -0.3138 Eh.